# C36H47IN2O3PRuSb

A molecular structure, C36H47IN2O3PRuSb (the ωB97M-V functional and the def2-TZVPD basis, OMol25).

Last column: Löwdin spin population.
Element x y z (Å)
I (-0.96, 2.07, 1.91)  -0.02
Sb (-2.07, 1.89, -1.50)  -0.05
Ru (-0.73, -0.03, 0.10)  1.05
P (1.62, 0.45, 0.37)  -0.02
O (-0.44, -1.50, 2.25)  0.01
O (-3.50, -0.87, -1.00)  0.00
O (-2.91, -0.36, 1.70)  0.02
N (-0.69, -1.86, -0.80)  0.00
N (-1.28, -2.89, -0.13)  0.00
C (2.04, 0.69, -1.39)  0.02
C (4.31, 3.88, 1.93)  0.00
C (2.57, -0.96, 0.94)  -0.01
C (3.30, -0.90, 2.13)  0.00
C (-0.48, -2.32, -2.05)  0.01
C (2.01, 2.98, 1.93)  0.00
C (-4.43, -1.23, 0.00)  0.00
C (3.81, 1.91, 0.69)  0.00
C (-4.11, 2.35, -1.25)  -0.01
C (2.61, 4.99, 3.25)  0.00
C (-2.79, -1.32, 2.76)  0.00
C (2.97, 3.95, 2.37)  0.00
C (1.43, 1.76, -2.04)  0.01
C (0.13, -1.51, -3.14)  0.00
C (-1.39, -1.26, 3.30)  0.00
C (4.73, 2.88, 1.10)  0.00
C (2.48, 1.93, 1.08)  -0.01
C (1.76, 2.08, -3.35)  0.00
C (-1.41, -3.98, -0.89)  0.00
C (0.37, 4.19, 3.29)  0.00
C (3.36, 0.28, -3.37)  0.00
C (3.99, -3.19, 1.81)  0.00
C (-1.98, 1.53, -3.58)  -0.01
C (3.02, -0.04, -2.06)  0.01
C (-4.24, -0.29, 1.17)  0.00
C (-2.01, -5.25, -0.38)  0.00
C (4.00, -2.02, 2.56)  0.00
C (-0.91, -3.65, -2.14)  0.00
C (0.70, 3.19, 2.42)  0.00
C (-1.41, 3.90, -1.35)  -0.01
C (1.33, 5.11, 3.72)  0.00
C (2.53, -2.16, 0.20)  0.00
C (2.72, 1.33, -4.02)  0.01
C (-3.74, -1.58, -2.22)  0.00
C (3.26, -3.25, 0.63)  0.00
C (0.36, -2.66, 2.54)  0.00
H (-4.39, 0.74, 0.86)  0.00
H (-1.88, 2.50, -4.07)  0.00
H (-3.50, -1.07, 3.56)  0.00
H (-1.48, -2.78, 0.85)  0.00
H (3.26, -4.16, 0.05)  0.00
H (-1.72, 4.31, -0.39)  0.00
H (-0.24, -1.85, -4.11)  0.00
H (4.13, -0.28, -3.88)  0.00
H (-3.09, -5.17, -0.32)  0.00
H (-2.90, 1.05, -3.90)  0.00
H (1.29, 2.92, -3.85)  0.00
H (-4.73, -1.34, -2.61)  0.00
H (1.21, -1.63, -3.15)  0.00
H (-0.86, -4.29, -3.01)  0.00
H (-4.34, 3.07, -2.04)  0.00
H (3.33, 0.01, 2.71)  0.00
H (-5.46, -1.14, -0.37)  0.00
H (-1.91, 4.45, -2.15)  0.00
H (0.77, 2.40, -1.49)  0.00
H (-4.28, 2.83, -0.28)  0.00
H (4.17, 1.12, 0.05)  0.00
H (1.06, 5.89, 4.41)  0.00
H (-4.75, 1.48, -1.35)  0.00
H (-4.28, -2.27, 0.30)  0.00
H (3.53, -0.86, -1.58)  0.00
H (-1.28, -2.02, 4.08)  0.00
H (-2.98, -1.28, -2.94)  0.00
H (5.01, 4.63, 2.28)  0.00
H (3.36, 5.71, 3.54)  0.00
H (-1.19, -0.29, 3.74)  0.00
H (4.54, -4.05, 2.15)  0.00
H (-1.77, -6.07, -1.05)  0.00
H (3.00, 1.58, -5.04)  0.00
H (-1.13, 0.91, -3.84)  0.00
H (-3.04, -2.32, 2.38)  0.00
H (5.75, 2.83, 0.76)  0.00
H (1.01, -2.84, 1.69)  0.00
H (-4.97, -0.52, 1.95)  0.00
H (-0.27, -3.53, 2.71)  0.00
H (4.57, -1.97, 3.48)  0.00
H (-0.09, -0.45, -3.02)  0.00
H (-1.63, -5.50, 0.61)  0.00
H (-0.65, 4.29, 3.65)  0.00
H (0.97, -2.48, 3.42)  0.00
H (1.95, -2.22, -0.70)  0.00
H (-3.67, -2.66, -2.06)  0.00
H (-0.33, 4.03, -1.46)  0.00

Output
LUMO energy (spin up / spin down)   -10.19 / -9.63 eV
Energy above the lowest of the compared OMol25 structures with the same formula, charge and spin   0.000 eV
Max |F|   1.9 eV Å⁻¹
Spin multiplicity   2
E   -73700.1814 eV
Total charge   +3